[1]
Molecular formula: C9H18N
Method: DFT, the ωB97M-V functional and the def2-TZVPD basis

```
28
C9H18N (the ωB97M-V functional and the def2-TZVPD basis)
C 3.43309 -1.04021 -0.14885
C 2.13187 -1.33880 0.67804
C 1.10550 -0.34914 0.44451
C -0.11912 0.09694 0.49880
C -1.64310 -0.26613 0.09230
C -1.58246 -1.08942 -1.20165
C -2.33733 -0.81498 1.35462
N -2.50527 0.98261 -0.22026
C 0.86338 1.18912 0.63676
C 1.21989 2.18763 -0.49256
H 3.81915 -0.11219 0.36906
H 3.25486 -1.00646 -1.16442
H 4.10675 -1.94537 -0.09291
H 2.39147 -1.26545 1.82397
H 1.95352 -2.47686 0.45167
H -2.38861 -1.71078 -1.33893
H -0.84557 -1.74094 -1.14396
H -1.45270 -0.37963 -1.99437
H -1.87724 -0.12516 2.04654
H -3.45533 -0.74652 1.38283
H -2.04466 -1.85023 1.57244
H -3.38203 0.64059 -0.47264
H -2.38725 1.64013 -1.01000
H -2.40665 1.52752 0.66602
H 1.17035 1.56611 1.64051
H 1.14752 1.59760 -1.46688
H 2.06538 2.82364 -0.43476
H 0.41812 2.83169 -0.59920
```

## Properties
SMILES: CCC1=C(C(C)(C)[NH3+])[C@@H]1C
Total charge: +1
Maximum force: 0.093 Eh/bohr
LUMO energy: -3.37 eV
Highest occupied orbital energy: -12.48 eV
Energy relative to the best compared isomer or geometry (same formula, charge and spin): 3.320 eV

=====

[2]
Molecular formula: C11H13NO4
Method: DFT, the ωB97M-V functional and the def2-TZVPD basis

```
29
C11H13NO4 (the ωB97M-V functional and the def2-TZVPD basis)
C -2.89304 0.29533 -1.19946
C -1.77238 0.25656 -2.23672
C -0.45656 -0.46245 -1.84453
C -0.56826 -1.56347 -0.78617
C -0.55291 -1.11075 0.69049
C 0.50656 -0.08803 0.97173
C 1.75319 -0.36832 1.38264
O 2.18951 -1.64382 1.60554
N 2.43287 -1.92091 3.08081
O 1.45047 -1.89698 3.66678
C 2.73879 0.72849 1.60939
O 3.59989 0.66164 2.45818
C 2.55060 1.91983 0.73958
C 1.32305 2.22603 0.32166
C 0.19301 1.36333 0.76585
O -0.90466 1.81652 1.00483
H -3.78462 0.72219 -1.66514
H -2.65762 0.93386 -0.35161
H -3.17283 -0.70166 -0.86104
H -1.54210 1.27333 -2.56083
H -2.17017 -0.25882 -3.11512
H 0.30637 0.27111 -1.57268
H -0.08006 -0.93673 -2.75354
H -1.48428 -2.12462 -0.97389
H 0.28248 -2.23632 -0.90895
H -1.52419 -0.76209 1.03977
H -0.30980 -1.98765 1.29404
H 3.42799 2.50342 0.49374
H 1.11871 3.09098 -0.29535
```

## Properties
SMILES: CCCCCC1=C(ON=O)C(=O)C=CC1=O
Maximum force: 0.014 Eh/bohr
LUMO energy: -1.17 eV
Highest occupied orbital energy: -9.82 eV
Energy relative to the best compared isomer or geometry (same formula, charge and spin): 5.595 eV

=====

[3]
Molecular formula: CHN3OS
Method: DFT, the ωB97M-V functional and the def2-TZVPD basis

```
7
CHN3OS (the ωB97M-V functional and the def2-TZVPD basis)
S 2.37825 -0.24192 -0.10904
C 0.67860 -0.15873 0.03079
N 0.02624 -1.35602 0.12432
N -1.22055 -1.09834 -0.15415
O -1.51474 0.23747 -0.14354
N -0.19932 0.77862 0.01356
H -0.14848 1.83891 0.23805
```

## Properties
SMILES: S=c1nno[nH]1
Maximum force: 0.108 Eh/bohr
LUMO energy: -1.09 eV
Highest occupied orbital energy: -8.88 eV
Energy relative to the best compared isomer or geometry (same formula, charge and spin): 4.473 eV